Entry 1:
Here is a molecular structure, C45H43Br2CaN7O3S at a distorted geometry from the Open Molecules 2025 dataset. Energies are from the ωB97M-V functional and the def2-TZVPD basis.

Summary:
- orbital gap (Eh) = 0.23671
- HOMO level (eV) = -6.61

Atoms and positions in Å:
Ca  -0.87281  -0.71155  -0.05292
O  -2.62495  5.20674  -0.76187
C  -1.35599  5.56991  -0.41566
C  -1.07975  6.92924  -0.38670
C  0.20049  7.36345  -0.08627
C  1.20985  6.44620  0.18497
C  0.91983  5.08941  0.17261
C  -0.36267  4.63678  -0.11447
C  -0.69619  3.15913  -0.09467
O  0.35808  2.42172  0.45293
N  -0.94992  2.78174  -1.47772
N  -1.50325  1.56838  -1.74723
C  -1.44734  1.18973  -2.96331
C  -2.07246  -0.01737  -3.49953
Br  -2.69786  -1.32269  -2.25463
C  -2.20744  -0.30221  -4.79233
C  -1.90205  0.59999  -5.92555
C  -1.32751  0.06092  -7.07865
C  -1.03812  0.86420  -8.17030
C  -1.33917  2.22002  -8.13657
C  -1.93943  2.76290  -7.00963
C  -2.22458  1.95954  -5.91478
H  -2.66890  4.25039  -0.87233
H  -1.87850  7.62590  -0.61468
H  0.41137  8.42608  -0.07143
H  2.21093  6.78383  0.42210
H  1.67852  4.35474  0.41442
H  -1.61841  2.97889  0.44467
H  -0.25054  3.11248  -2.13225
H  -0.91351  1.78751  -3.69886
H  -2.55946  -1.29359  -5.05590
H  -1.09024  -0.99767  -7.10553
H  -0.57808  0.43167  -9.05079
H  -1.12079  2.84709  -8.99164
H  -2.20065  3.81406  -6.98630
H  -2.73129  2.38429  -5.05682
N  3.61281  -0.30629  -1.06498
C  2.30364  -0.39287  -0.56596
S  1.22404  -1.29175  -1.72451
N  2.00338  0.23001  0.49815
N  0.71355  0.18352  1.05468
C  0.36336  1.45051  1.58195
C  1.33363  2.06776  2.60514
C  1.15792  3.38429  3.01918
C  1.96633  3.93435  4.00546
C  2.96495  3.16559  4.59167
C  3.14104  1.84914  4.18515
C  2.32794  1.30217  3.19812
C  -0.99782  1.22989  2.30648
C  -0.98845  0.83348  3.64773
C  -2.18689  0.65225  4.30614
C  -3.37850  0.88105  3.62839
C  -3.30346  1.21734  2.29485
N  -2.14518  1.35912  1.63425
H  3.92255  -1.12531  -1.56194
H  4.27151  0.03499  -0.38015
H  0.38289  3.99233  2.56266
H  1.81722  4.96298  4.31319
H  3.60018  3.59105  5.35943
H  3.91811  1.24368  4.63784
H  2.45969  0.27773  2.87754
H  -0.04839  0.69355  4.16248
H  -2.19338  0.34987  5.34716
H  -4.33936  0.77827  4.11637
H  -4.20245  1.37060  1.70917
C  -1.54965  -3.50060  4.56256
C  -2.53720  -2.95141  3.56581
C  -3.90772  -3.09678  3.69848
C  -4.76252  -2.56589  2.74342
C  -4.19740  -1.89019  1.68054
Br  -5.35315  -1.13250  0.37865
N  -2.89643  -1.72701  1.51799
C  -2.08919  -2.26444  2.44752
H  -2.05307  -4.06050  5.34937
H  -0.97872  -2.69397  5.02785
H  -0.83274  -4.16240  4.07335
H  -4.31585  -3.63274  4.54941
H  -5.83532  -2.67007  2.81855
H  -1.01945  -2.15237  2.28347
C  5.14355  -6.47826  0.09846
C  3.98685  -5.53975  -0.13385
C  3.60280  -4.61855  0.82657
C  2.51518  -3.76331  0.65371
C  2.24914  -2.76650  1.76669
C  1.77297  -3.84535  -0.53048
C  0.55366  -2.98970  -0.79376
O  -0.25808  -2.66903  0.19723
C  2.16153  -4.75683  -1.52967
C  1.44282  -4.85049  -2.85965
C  3.25353  -5.58550  -1.31500
H  5.84646  -6.06794  0.82475
H  5.68380  -6.67900  -0.82805
H  4.79008  -7.43727  0.48640
H  4.17317  -4.54385  1.74994
H  2.21675  -3.28855  2.72723
H  1.32740  -2.21333  1.63736
H  3.06661  -2.04383  1.81731
H  0.03572  -3.34241  -1.68977
H  0.40371  -5.16952  -2.74452
H  1.94231  -5.57629  -3.50105
H  1.43658  -3.88902  -3.38034
H  3.54378  -6.28601  -2.09450

Löwdin population analysis, charges in e, atoms 1 to 2:
1. Ca 1.06
2. O 0.06

=====

Entry 2:
Here is a molecular structure, C2H6IN3S at a distorted geometry from the Open Molecules 2025 dataset. Energies are from the ωB97M-V functional and the def2-TZVPD basis.

Summary:
- orbital gap (Eh) = 0.30075
- HOMO level (eV) = -8.58

Atoms and positions in Å:
C  -1.25400  -1.17026  0.79729
C  0.20332  0.38905  -1.00251
N  -0.31756  1.85693  0.72824
N  0.55972  1.53393  -0.09204
N  1.14077  -0.65751  -0.87217
S  -1.52474  -0.21943  -0.69312
I  2.89155  -0.03875  0.11396
H  -0.67989  -2.01657  0.64852
H  -2.22086  -1.27365  1.29966
H  -0.63807  -0.75889  1.55281
H  0.35298  0.73715  -2.09066
H  -0.15122  2.68058  1.30754
H  1.63800  -1.06258  -1.69752

natural (NBO) population analysis, charges in e, atoms 1 to 2:
1. C -0.76
2. C -0.10

=====

Entry 3:
Here is 2 unconnected molecules or ions with the total composition C4H10N3 at a distorted geometry from the Open Molecules 2025 dataset. Energies are from the ωB97M-V functional and the def2-TZVPD basis.

Summary:
- orbital gap (Eh) = 0.27767
- HOMO level (eV) = -11.99
- net charge = +1

Atoms and positions in Å:
C  -1.51453  2.40843  -0.85574
C  -1.75488  2.39938  -2.16582
C  -0.43793  0.69059  0.24478
N  -0.38124  1.86433  -0.20545
H  -2.13728  3.04541  -0.23668
H  -1.08110  2.02535  -2.92229
H  -2.61114  2.97360  -2.50281
H  0.21552  0.35455  1.05609
H  -1.05520  -0.04944  -0.28477
N  2.40812  -1.44260  0.95633
C  1.29859  -1.95090  1.42777
N  0.52812  -2.78576  0.75815
H  2.59131  -1.42521  -0.03903
H  2.81025  -0.69222  1.48734
H  0.96561  -1.69102  2.42753
H  -0.40357  -2.95244  1.10811
H  0.55934  -2.77206  -0.25352

natural (NBO) population analysis, charges in e, atoms 1 to 2:
1. C -0.06
2. C -0.43

=====

Entry 4:
Here is 8 unconnected molecules or ions with the total composition C26H49BBr14F7N2O2 from the Open Molecules 2025 dataset. Energies are from the ωB97M-V functional and the def2-TZVPD basis.

Summary:
- orbital gap (Eh) = 0.30792
- HOMO level (eV) = -11.11
- net charge = +1

Atoms and positions in Å:
C  -2.05273  1.45396  -0.65678
C  -1.79174  -0.02265  -0.37351
C  -2.66594  -0.57083  0.77542
C  -1.91131  -0.80219  2.09502
N  -2.61598  -0.17888  3.20595
C  -2.01673  -0.30448  4.52088
C  -1.34970  1.04085  4.88034
F  -2.09060  2.05708  4.44509
F  -0.13555  1.11699  4.26692
C  -1.15846  1.25671  6.40519
F  -0.33675  0.29151  6.85955
F  -2.35539  1.09873  6.98890
C  -0.59347  2.64636  6.83705
F  -1.58540  3.51358  6.99010
F  0.26310  3.11500  5.92964
F  0.05228  2.51083  7.99157
C  -0.99495  -1.45927  4.73346
N  -0.76216  -2.38178  3.54793
C  -1.71106  -2.29321  2.36783
B  -1.06438  -3.14820  1.15070
O  0.10980  -2.67799  0.61028
O  -1.55721  -4.36810  0.86911
C  -2.32328  -4.65185  -0.32740
C  -3.80559  -4.52349  -0.06611
H  -1.37504  1.84226  -1.41942
H  -1.91810  2.04433  0.25549
H  -3.08302  1.60314  -0.99106
H  -0.73438  -0.11916  -0.09909
H  -1.95570  -0.60855  -1.28227
H  -3.45481  0.15886  0.98389
H  -3.17992  -1.49171  0.47245
H  -0.91906  -0.33002  2.03117
H  -3.57939  -0.49305  3.22581
H  -2.81869  -0.45763  5.24562
H  -1.33911  -2.08398  5.55228
H  -0.01608  -1.07113  4.99426
H  -0.75438  -3.34312  3.89133
H  0.17671  -2.20455  3.17982
H  -2.65960  -2.73542  2.69157
H  0.11075  -1.83378  0.14243
H  -1.98834  -4.00042  -1.14265
H  -2.07695  -5.67555  -0.61051
H  -4.34599  -4.72017  -0.99676
H  -4.13096  -5.26162  0.66919
H  -4.09662  -3.52492  0.27386
Br  1.63677  0.50698  -1.42696
C  2.89799  1.89577  -1.97001
C  2.42184  3.26718  -1.58240
Br  0.94508  3.86563  -2.69159
H  3.01753  1.78038  -3.04176
H  3.83659  1.65772  -1.47355
H  3.21984  3.99288  -1.73122
H  2.07035  3.30627  -0.55550
Br  -2.72002  -2.35695  7.84894
C  -4.05097  -1.50350  8.99503
C  -4.93682  -2.52194  9.66036
Br  -6.19382  -3.30848  8.40941
H  -4.61182  -0.82826  8.35669
H  -3.48350  -0.93589  9.72814
H  -5.53108  -2.04157  10.43427
H  -4.36861  -3.34026  10.09137
Br  4.38990  1.80816  -5.45466
C  2.90014  2.90796  -6.06316
C  3.12252  3.42917  -7.45724
Br  4.45986  4.84029  -7.49480
H  2.79635  3.70969  -5.33783
H  2.01812  2.27186  -6.03274
H  2.20619  3.86828  -7.84517
H  3.46678  2.65642  -8.13756
Br  5.93652  4.86805  -2.64736
C  6.02919  6.41282  -1.47205
C  4.84302  6.50244  -0.54949
Br  3.22488  7.04820  -1.47700
H  6.11069  7.28220  -2.11697
H  6.94368  6.29765  -0.89483
H  5.01887  7.25167  0.21882
H  4.62486  5.54727  -0.08035
Br  -3.64249  -8.42914  -0.60102
C  -5.01624  -9.36858  0.40683
C  -6.19752  -8.48258  0.70134
Br  -5.78143  -7.16351  2.06832
H  -4.53978  -9.73078  1.31220
H  -5.31931  -10.20975  -0.21191
H  -7.03058  -9.06457  1.08749
H  -6.51337  -7.92682  -0.17598
Br  6.65443  -2.52921  -1.03119
C  5.25487  -1.45773  -1.84345
C  5.61305  -0.99390  -3.23083
Br  6.94185  0.42390  -3.21734
H  5.08016  -0.62166  -1.17214
H  4.37079  -2.09060  -1.87845
H  4.73517  -0.57580  -3.72082
H  6.02153  -1.79561  -3.83835
Br  2.05774  3.27855  -11.27710
C  3.51826  4.50012  -11.67856
C  3.21932  5.90780  -11.23574
Br  1.91220  6.77619  -12.37922
H  3.68597  4.43210  -12.74875
H  4.38496  4.11839  -11.14346
H  4.12069  6.51393  -11.28892
H  2.82071  5.93868  -10.22637

Löwdin population analysis, charges in e, atoms 1 to 2:
1. C -0.09
2. C -0.26

=====

Entry 5:
Here is a molecular structure, C25H33O2PtS at a distorted geometry from the Open Molecules 2025 dataset. Energies are from the ωB97M-V functional and the def2-TZVPD basis.

Summary:
- spin multiplicity = 3
- orbital gap (spin up / spin down) (Eh) = 0.15401 / 0.20677
- HOMO level (spin up / spin down) (eV) = -1.62 / -3.06
- net charge = -1

Atoms and positions in Å:
O  0.58382  1.80936  -0.71828
C  0.85762  1.68510  -2.19141
C  0.07784  2.93833  -2.51143
H  0.44993  0.74694  -2.58312
H  1.94079  1.77629  -2.32996
C  -0.00278  3.16061  -0.99329
H  -0.89654  2.72883  -2.95160
H  0.61463  3.69770  -3.07322
C  -1.40019  3.37029  -0.47599
H  -2.04742  2.50929  -0.68909
H  -1.84371  4.23196  -1.00007
H  -1.38113  3.61217  0.59473
C  0.95240  4.23696  -0.51816
H  1.92994  4.11702  -1.00516
H  1.07138  4.19376  0.57374
H  0.54561  5.22527  -0.78232
Pt  0.76659  0.13630  0.60640
C  3.81835  -0.98885  1.83516
C  3.56268  -1.98629  0.82055
C  2.93645  -1.38706  -0.26370
H  3.88572  -3.02513  0.88116
C  2.79808  0.07480  0.00326
C  3.38331  0.24966  1.36895
H  3.51777  1.22841  1.83123
H  4.31894  -1.19359  2.78495
H  2.63090  -1.85354  -1.19695
H  3.04679  0.80081  -0.77673
C  0.30226  -0.21746  3.34322
C  1.16794  0.87855  3.15016
C  0.61170  1.75509  2.14511
H  2.07448  1.09253  3.71057
C  -0.70461  1.17952  1.76229
C  -0.82777  -0.07233  2.48758
H  -1.70844  -0.70437  2.44249
H  0.42967  -1.01467  4.07603
H  0.93675  2.75875  1.89310
H  -1.49378  1.68205  1.22097
O  -3.65669  1.54180  -2.44564
C  -4.10523  0.56758  -1.46710
C  -3.28391  -0.72977  -1.65374
H  -5.18099  0.33927  -1.63507
H  -3.99740  1.00582  -0.46134
C  -2.68095  -0.59307  -3.08053
H  -3.92693  -1.61210  -1.57289
H  -2.47589  -0.80733  -0.90957
C  -3.21099  0.76597  -3.58837
H  -2.98694  -1.42138  -3.72777
H  -1.58369  -0.57921  -3.03281
H  -4.05926  0.58236  -4.27766
H  -2.46180  1.35968  -4.13595
S  0.05670  -1.80595  -0.40658
C  0.30429  -3.13135  0.68734
C  -0.42190  -3.25892  1.88729
C  -0.10223  -4.25723  2.80488
C  0.89321  -5.19478  2.50741
C  1.52492  -5.15936  1.25812
C  1.22639  -4.14564  0.35189
H  -1.24262  -2.58020  2.07847
H  -0.64814  -4.31550  3.74953
H  1.15503  -5.96919  3.23363
H  2.24827  -5.93093  0.98580
H  1.71079  -4.10361  -0.62050

natural (NBO) population analysis, charges in e, atoms 1 to 2:
1. O -0.58
2. C -0.05